The following is a quantum chemistry calculation of C18H14AuF5N3O5S2 as an isolated structure, from the Open Molecules 2025 dataset.

XYZ file:
```
48
C18H14AuF5N3O5S2, DFT the ωB97M-V functional and the def2-TZVPD basis
N 2.25 0.24 0.38
S 0.47 -2.14 -1.22
C 2.49 1.41 -0.21
S 0.63 -1.46 2.91
C -0.06 -6.20 0.55
F -4.33 0.46 5.39
C 6.35 1.49 -0.24
C 4.84 1.07 0.00
H 5.39 -0.79 0.91
C 3.26 -0.53 0.80
H 3.00 -1.46 1.29
Au 0.18 -0.29 0.64
H 3.93 2.84 -0.86
O -1.83 -0.51 1.05
O 7.03 0.56 -0.71
H -0.37 -5.04 2.37
C -3.05 -1.32 4.54
O 0.17 1.54 -0.69
H -0.42 -7.16 0.93
C -1.88 -1.77 3.98
H 1.02 -6.16 0.68
H 0.19 -4.52 -2.31
F -1.78 -3.07 3.68
C -2.63 -1.35 0.28
H -1.49 -6.18 -1.06
C -0.41 -6.03 -0.92
C 4.57 -0.15 0.61
H -2.50 -1.22 -0.80
C 3.78 1.88 -0.41
C 1.26 2.20 -0.72
C -2.16 0.90 4.59
C -0.71 -5.06 1.33
F -0.03 1.30 3.75
C -0.83 -0.91 3.68
H -0.31 -2.98 1.36
C -0.99 0.43 4.02
H -3.69 -1.14 0.51
F -2.30 2.19 4.89
O 1.45 3.35 -1.10
C -3.20 0.02 4.85
H -1.80 -5.17 1.34
H -2.46 -2.42 0.51
C 0.00 -3.63 -0.53
N -0.35 -3.78 0.73
F -4.06 -2.17 4.79
O 6.60 2.66 0.07
H 0.12 -6.76 -1.53
N -0.02 -4.70 -1.35
```

Calculated values
- energy above the lowest of the compared OMol25 structures with the same formula, charge and spin (eV) = 1.0447
- total charge = -1
- 2S+1 = 3
- strongest force on any atom (eV/A) = 1.26
- HOMO-LUMO gap (alpha / beta) (eV) = 6.624 / 3.931

Atom charges from the Löwdin analysis, given in e for atoms 1 to 5:
1. N -0.07
2. S 0.77
3. C -0.17
4. S 0.70
5. C -0.16